40
Properties=species:S:1:pos:R:3:mulliken_charge:R:1 method="wB97M-V/def2-TZVPD" e_homo_ev=-8.16 smiles="CN(CCC(=O)Nc1ccc(Br)cc1)Cc1ccccc1" de_lowest_kcal_mol=0.00 e_lumo_ev=0.61 homo_lumo_gap_ev=8.8
Br 5.90110 0.22648 0.07354 -0.2238
O -0.25265 3.52996 -0.85821 -0.6582
N -0.00489 1.56543 0.28910 0.1033
N -2.27953 0.02767 0.33526 0.5477
C 3.18769 -0.11224 0.88136 -0.5860
C 1.72191 -2.74938 -0.69109 -0.5630
C 0.83808 -3.26202 0.24227 -0.6891
C -2.27838 -1.20763 -0.45743 -1.6700
C 2.24680 2.10776 -0.50657 -0.4023
C -0.71448 2.60472 -0.22767 0.6406
C -2.84030 1.18957 -0.33990 -0.8517
C 0.01828 -1.25334 -1.46973 -0.3593
C 1.84649 0.20656 0.91481 -0.2272
C 1.30959 -1.74168 -1.54649 -0.5673
C -2.82701 -0.17424 1.66159 -1.2290
C 1.35941 1.31257 0.21622 0.1879
C -0.87920 -1.76632 -0.54041 1.1531
C -2.19584 2.50473 0.11946 -0.8796
C 4.05070 0.68027 0.14384 0.0233
C -0.45495 -2.77233 0.31682 -0.3762
C 3.59076 1.78878 -0.54459 -0.6090
H 3.55918 -0.97068 1.41917 0.4906
H -3.89497 -0.43776 1.64158 0.3785
H -0.29885 -0.46769 -2.14019 0.3115
H -2.30126 2.62356 1.19965 0.2859
H 1.16352 -0.41146 1.47855 0.3794
H -2.27757 -0.97479 2.15494 0.2560
H 4.27649 2.39936 -1.11172 0.4398
H 1.15368 -4.04845 0.91221 0.3964
H -1.14372 -3.18510 1.04104 0.3773
H -0.58385 0.80248 0.64847 0.0942
H -3.92960 1.25598 -0.18338 0.3481
H 2.72871 -3.13408 -0.75338 0.4459
H -2.66185 1.08846 -1.41248 0.4401
H -2.70726 3.33761 -0.36408 0.3713
H -2.95269 -1.94905 -0.01297 0.4657
H -2.70943 0.73324 2.25186 0.3409
H 1.99545 -1.33558 -2.27486 0.4584
H -2.63743 -1.00060 -1.46879 0.4420
H 1.87787 2.96922 -1.03778 0.5138